Entry 1:
DFT (ωB97M-V with the def2-TZVPD basis set) results for a 2-piece molecular cluster, C3H5O4S overall at a distorted geometry.

The geometry in XYZ format:
```
13
Properties=species:S:1:pos:R:3
H 0.474 1.716 0.032
O 1.547 -0.567 1.356
C 1.378 -0.456 0.152
S 0.841 -1.836 -0.875
H 0.554 -0.987 -1.825
O -2.198 -0.285 0.195
O -0.573 1.021 -1.490
O -0.789 0.160 1.994
H -0.197 -0.605 2.012
H 1.859 0.099 -0.548
H -1.416 0.463 -1.532
C -1.188 0.314 0.662
C -0.291 0.962 -0.133
```

Summary:
Charge: -1
Kohn-Sham gap in eV: 6.451
Lowest unoccupied orbital energy in Eh: 0.1264
Highest occupied orbital energy in eV: -3.0
Strongest force on any atom in hartree/bohr: 0.0696

Entry 2:
DFT (ωB97M-V with the def2-TZVPD basis set) results for the molecule C4H4ClF3N2 at a distorted geometry.

The geometry in XYZ format:
```
14
Properties=species:S:1:pos:R:3
C 1.131 -1.193 0.829
H -1.540 1.540 -1.331
N 0.904 0.666 -0.427
F 1.305 2.004 -0.258
Cl -3.080 0.102 -0.273
H 1.718 -2.003 1.223
F 2.710 -0.656 -0.821
C -1.483 0.523 -0.938
C -0.178 -0.994 0.879
F -0.675 1.381 1.118
H -1.246 -0.181 -1.737
C -0.422 0.457 0.141
N 1.819 -0.155 0.195
H -0.964 -1.493 1.399
```

Summary:
Kohn-Sham gap in eV: 10.575
SMILES: FN1C=C[C@](F)(CCl)N1F
Lowest unoccupied orbital energy in Eh: 0.0185
Highest occupied orbital energy in eV: -10.1
Strongest force on any atom in hartree/bohr: 0.0602

Entry 3:
DFT (ωB97M-V with the def2-TZVPD basis set) results for C3H2O2Zn as an isolated structure at a distorted geometry.

The geometry in XYZ format:
```
8
Properties=species:S:1:pos:R:3
C 0.264 -0.029 -0.526
H -0.098 0.043 1.623
O -1.755 0.685 0.488
H 0.380 1.429 0.190
Zn -1.810 -0.166 -1.134
O 2.129 -1.646 -0.716
C -0.413 0.534 0.681
C 1.303 -0.849 -0.607
```

Summary:
<S²>: 0.76
Charge: +1
Kohn-Sham gap (spin up / spin down) in eV: 6.648 / 7.813
2S+1: 2
Lowest unoccupied orbital energy (spin up / spin down) in Eh: -0.2685 / -0.2760
Highest occupied orbital energy (spin up / spin down) in eV: -14.0 / -15.3
Strongest force on any atom in hartree/bohr: 0.0418

| no. | calculated total energy (hartree) |
| --- | --- |
| 1 | -816.45580 |
| 2 | -1023.93469 |
| 3 | -2044.85787 |